Entry from the Open Molecules 2025 dataset: a structure of composition C32H85BeFO11 in a non-equilibrium geometry (wB97M-V/def2-TZVPD).

Structure (XYZ):
```
130
Properties=species:S:1:pos:R:3:forces:R:3
Be -0.475 -1.757 -0.393 -0.2378 -0.4189 -0.2946
C -1.643 0.066 -3.332 1.1812 0.1833 0.9308
C -1.906 -0.103 -1.791 1.5107 1.8881 -0.8590
O -0.696 -0.495 -1.188 -0.4897 0.0019 -0.0550
H -2.208 0.846 -3.863 -0.1842 -0.3643 0.3696
H -1.753 -0.893 -3.820 0.0734 -0.1730 -0.4425
H -0.550 0.383 -3.365 -1.2910 -0.4730 -0.1540
H -2.696 -0.771 -1.504 -0.7208 -0.3275 -0.2150
H -2.159 0.937 -1.473 -0.1057 -0.6101 0.3198
F 0.838 -1.781 0.367 -0.1058 0.3169 0.5907
C 0.684 -3.306 -3.583 -1.0143 0.1682 -0.0303
C -0.457 -3.639 -2.662 2.3805 -2.6556 0.8950
C -0.621 -5.215 -2.766 -1.8450 1.6111 0.4491
O -0.099 -3.290 -1.272 -3.1761 0.1125 -1.1368
H 0.394 -3.877 -4.463 0.6123 0.6688 -0.6218
H 1.664 -3.594 -3.242 0.2007 -0.5258 0.2797
H 0.722 -2.249 -3.690 0.1253 1.0048 -0.7543
H -1.384 -3.181 -2.922 -0.5216 0.6358 -0.0105
H -1.676 -5.293 -2.523 -0.3295 -0.8987 0.1881
H -0.072 -5.773 -2.029 0.5138 -0.0459 0.1556
H -0.516 -5.614 -3.776 0.2934 0.1938 0.1622
H 0.833 -3.336 -1.242 2.3276 -0.2752 0.2973
C 1.596 3.173 0.590 -1.6890 -1.8007 -0.2295
C 1.603 1.748 -0.120 0.1994 1.6440 0.4594
C 2.790 1.666 -1.057 -0.3271 -0.4119 0.3111
O 1.762 0.719 0.837 0.1966 -0.2635 0.1889
H 0.529 3.397 0.882 1.2523 -0.1296 0.1483
H 1.869 3.892 -0.145 0.2360 0.7131 -0.6410
H 2.297 3.251 1.421 -0.1628 -0.1969 0.0217
H 0.639 1.585 -0.587 -0.1273 0.1146 -0.4560
H 3.622 1.899 -0.424 0.8706 0.4299 -0.0414
H 2.750 2.229 -1.964 -0.1225 1.0054 -0.2924
H 2.959 0.672 -1.412 -0.1095 -1.0415 -0.0442
H 1.547 -0.109 0.371 -0.1296 -0.1626 0.3202
C 0.231 -4.518 3.756 -2.0568 1.0102 0.3894
C -0.093 -5.731 2.909 2.1533 0.0147 -0.8806
C 1.142 -6.575 2.612 0.1368 -1.9842 -0.4713
O -0.932 -6.590 3.570 -1.0296 -1.3344 0.5499
H 1.014 -3.880 3.385 0.5904 -0.0241 -0.1870
H 0.356 -4.774 4.818 0.2653 -0.0417 -0.4023
H -0.690 -3.856 3.702 0.8883 -0.5302 0.3282
H -0.452 -5.387 1.934 -0.3717 -0.0629 0.0001
H 1.061 -7.323 1.734 -0.5552 1.0176 1.4292
H 1.413 -7.192 3.527 -0.0360 0.9783 -1.0576
H 1.922 -5.939 2.252 0.8561 0.4514 0.3189
H -1.815 -6.256 3.652 -0.6490 0.4614 0.0313
C 3.041 -5.452 -0.206 -0.4435 -0.0187 -0.8835
C 2.897 -4.016 0.346 -1.4516 -1.2262 -1.0431
C 4.140 -3.634 1.037 1.0138 0.6566 0.4465
O 2.615 -3.207 -0.815 1.4890 -2.4138 -0.8016
H 2.087 -5.944 -0.491 0.3904 0.3761 0.4599
H 3.599 -6.074 0.466 -0.0500 -0.4430 0.6839
H 3.650 -5.501 -1.133 -0.2569 0.6417 0.3754
H 2.004 -3.886 1.021 0.8233 -0.3927 -0.4536
H 4.217 -4.155 1.971 0.0758 -0.6652 0.5021
H 4.164 -2.602 1.346 -0.1065 0.6576 -0.1907
H 5.039 -3.843 0.453 -0.0993 -0.0061 -0.0986
H 2.303 -2.412 -0.477 -1.1201 2.7685 1.0529
C -3.006 -3.976 1.686 1.2396 -1.2807 -0.2222
C -2.764 -3.411 0.318 -0.1930 -1.3552 -0.6009
C -4.042 -3.190 -0.434 -0.8268 2.0660 -0.8394
O -1.993 -2.251 0.405 0.7046 1.4285 0.3620
H -2.001 -4.256 2.087 -1.0285 0.0795 -0.1233
H -3.619 -4.879 1.502 0.1743 0.3978 0.7743
H -3.432 -3.259 2.363 -0.5927 0.2342 0.2785
H -2.239 -4.197 -0.285 0.2145 0.8172 0.6218
H -4.560 -2.224 -0.132 0.3251 -1.2592 0.1349
H -4.698 -4.047 -0.364 -0.2807 -0.0647 0.1421
H -3.854 -3.008 -1.503 0.1395 -0.2208 0.1713
H -2.317 -1.605 1.151 0.7380 -0.6954 -0.8589
C -4.187 9.317 -1.343 -0.2566 1.7364 0.4009
C -4.235 8.181 -2.295 1.6205 0.4921 -1.1343
C -4.490 8.608 -3.748 -0.1877 0.8367 -0.0312
O -2.939 7.558 -2.265 0.0492 0.7230 0.9287
H -3.525 10.121 -1.647 0.0439 0.2145 -0.9276
H -3.772 9.192 -0.366 0.0081 -1.2635 0.7970
H -5.164 9.771 -1.189 -0.1693 -0.0484 -0.1396
H -4.916 7.434 -1.987 -1.1851 -0.6743 0.3237
H -3.696 9.228 -4.196 -0.0939 0.0848 0.7646
H -5.437 9.136 -3.908 0.0923 -0.0835 0.2611
H -4.502 7.768 -4.407 -0.2506 -1.0153 -0.3259
H -2.920 6.989 -3.012 0.3485 -0.9275 -0.9616
C 0.280 6.420 -0.063 0.1605 0.8714 -0.2302
C -0.649 7.675 -0.081 1.4567 -0.3276 -0.0833
C -0.502 8.519 1.181 -0.3868 0.6789 -0.1280
O -0.229 8.492 -1.217 -0.4477 -0.6390 0.9568
H -0.023 5.766 -0.915 0.7322 0.3616 0.6870
H 0.261 5.894 0.878 -0.8157 -0.5017 0.3501
H 1.366 6.713 -0.038 -0.9598 0.0157 -0.8895
H -1.689 7.361 -0.262 0.3813 0.0480 0.2595
H -0.452 7.885 2.081 -0.3801 0.4318 -0.2018
H -1.293 9.324 1.219 0.5675 -1.0443 0.2546
H 0.433 9.085 1.113 0.0662 -0.2540 -0.0003
H -1.056 8.561 -1.681 -0.4097 0.3185 -0.9332
C 2.213 -0.665 4.473 -1.7881 -0.3411 0.7712
C 1.146 0.427 4.220 0.9146 -0.0857 1.0486
C 1.858 1.794 4.237 -1.4158 0.1671 -0.9981
O 0.398 0.226 3.043 -0.7446 -0.2195 0.9429
H 3.031 -0.547 3.807 0.8976 0.1847 -0.5918
H 1.756 -1.650 4.285 0.2199 0.2104 0.1662
H 2.550 -0.619 5.530 -0.0702 -0.0166 -0.6474
H 0.372 0.396 4.968 -0.0571 -0.1667 0.7584
H 2.746 1.889 4.835 0.2905 -0.3520 0.3733
H 1.167 2.615 4.506 0.3010 -0.3443 -0.2626
H 2.120 1.877 3.183 0.3931 0.6270 0.0344
H 0.949 0.355 2.284 0.8908 0.4038 -1.4344
C 5.809 -1.882 -4.211 1.3555 1.2872 1.2503
C 4.453 -1.455 -3.728 0.5112 -1.5248 -0.4805
C 3.626 -0.834 -4.816 -1.6369 -1.4726 0.0247
O 3.883 -2.695 -3.272 -0.8131 0.4503 -0.1071
H 6.343 -2.346 -3.381 0.0749 0.0671 0.0871
H 6.360 -0.992 -4.478 0.4984 0.2989 -0.2686
H 5.896 -2.577 -5.012 -0.7299 -0.5181 -0.8271
H 4.505 -0.706 -2.934 0.3047 -0.2292 0.2845
H 2.711 -0.516 -4.304 -0.2798 -0.0408 -0.5428
H 3.390 -1.563 -5.641 0.1658 0.6537 0.8692
H 4.067 0.030 -5.237 0.7098 0.8774 -0.3933
H 3.876 -2.768 -2.311 -0.1709 0.1488 0.0401
C -3.645 1.179 1.912 0.6083 0.0010 2.0636
C -2.804 0.420 3.007 0.0608 0.6753 -1.6054
C -3.314 -0.254 4.218 -0.3041 -0.6533 1.4406
O -2.069 -0.587 2.338 0.0623 -0.6730 -0.9338
H -3.026 1.897 1.349 -0.0820 -0.2123 0.5208
H -4.495 1.698 2.400 0.2188 -0.3979 -0.6907
H -3.866 0.401 1.228 -1.1286 -0.4901 -0.7964
H -2.088 1.086 3.398 0.9722 1.2740 0.2419
H -3.749 -1.241 4.087 -0.5935 0.1393 -0.3598
H -3.858 0.353 4.919 -0.8338 0.3794 -0.0472
H -2.425 -0.477 4.802 0.3777 -0.1685 0.0316
H -1.122 -0.405 2.416 0.4819 0.0717 0.2933
```
Positions in Å, forces in eV/Å.

Output
* frontier orbital gap: 0.3420 hartree
* F_max: 3.677 eV/Å
* HOMO: -8.856 eV
* E_tot: -60206.3690 eV